{"formula": "C13H25N2O17P2", "method": "the ωB97M-V functional and the def2-TZVPD basis", "species": ["O", "O", "O", "O", "O", "O", "O", "O", "O", "O", "O", "O", "O", "O", "O", "O", "O", "C", "C", "C", "C", "N", "N", "C", "C", "C", "C", "C", "C", "C", "C", "C", "P", "P", "H", "H", "H", "H", "H", "H", "H", "H", "H", "H", "H", "H", "H", "H", "H", "H", "H", "H", "H", "H", "H", "H", "H", "H", "H"], "xyz": [[1.816, 5.132, -3.971], [0.965, -1.273, 3.903], [0.001, 1.919, 0.274], [-2.877, 4.922, -2.064], [-1.600, -7.038, 0.259], [5.960, -0.992, 3.007], [1.103, 3.603, 1.188], [-0.092, 0.420, 2.842], [0.734, -4.432, 1.418], [-1.110, -1.352, 0.660], [1.458, -0.196, 0.519], [-2.816, -7.638, 2.285], [-3.788, -5.972, 0.575], [4.716, -3.031, 3.492], [5.497, -2.405, 1.061], [-1.718, -5.280, 2.087], [3.539, -1.128, 2.171], [0.798, 5.111, -3.296], [0.689, -0.681, 2.865], [0.240, 3.149, 0.411], [-2.088, 4.125, -2.565], [-2.289, 3.618, -3.789], [0.431, 3.983, -2.688], [-0.040, 6.370, -3.191], [-3.460, 3.898, -4.615], [-1.606, -4.056, 1.329], [2.504, -2.008, 1.693], [-0.254, -3.423, 1.682], [0.075, -2.139, 0.868], [1.177, -1.237, 1.497], [-0.592, 4.149, -0.410], [-0.773, 3.703, -1.878], [-2.477, -6.468, 1.289], [4.938, -1.881, 2.438], [-0.197, 0.701, 3.760], [0.410, -5.285, 1.763], [-0.857, -0.435, 0.403], [0.904, 0.640, 0.634], [-1.927, -7.949, 2.491], [-3.986, -6.743, 0.033], [4.614, -2.488, 4.282], [5.737, -1.558, 0.666], [-1.572, 3.011, -4.156], [1.120, 3.249, -2.734], [0.553, 7.215, -3.532], [-0.336, 6.536, -2.157], [-0.924, 6.270, -3.815], [-3.525, 4.972, -4.798], [-4.363, 3.580, -4.089], [-3.386, 3.369, -5.566], [-2.424, -3.378, 1.595], [-1.648, -4.224, 0.246], [2.797, -2.450, 0.735], [2.357, -2.827, 2.406], [-0.276, -3.187, 2.750], [0.436, -2.460, -0.116], [-0.137, 5.139, -0.369], [-1.572, 4.210, 0.065], [-0.858, 2.617, -1.843]], "atomic_forces_ev_per_a": [[0.429, 0.002, -0.189], [-0.363, 0.846, -1.095], [-0.867, -0.685, -0.881], [0.199, -0.618, -0.102], [0.541, -0.017, -0.262], [-0.402, 0.799, 0.030], [-0.633, 0.309, -0.496], [0.909, -0.897, -0.451], [0.128, 0.392, 0.063], [0.389, -0.230, 0.368], [-0.443, -1.252, 1.289], [-0.629, 0.766, 1.275], [-0.761, 0.434, 1.362], [-0.869, -1.131, -0.852], [-0.986, -1.209, -0.338], [-1.964, -0.999, -0.312], [0.696, -1.221, -0.036], [0.576, 1.137, -0.825], [0.118, -0.678, 1.022], [1.522, 0.362, 1.125], [-0.010, 1.732, 0.762], [0.208, -0.856, -1.011], [-1.267, -1.093, 0.664], [0.032, -0.349, 0.401], [0.252, 0.154, 0.590], [0.149, 1.722, -0.442], [-1.021, -0.237, -0.025], [-0.501, -0.635, -0.001], [-0.312, 0.070, -0.112], [0.616, 1.543, -1.105], [-0.452, -0.060, -0.623], [0.255, -0.083, 0.441], [2.926, 0.160, -1.788], [1.199, 3.001, 1.210], [-0.075, 0.005, 0.134], [0.086, 0.624, -0.200], [0.026, -0.665, 0.162], [0.156, 0.162, -0.032], [0.066, -0.724, 0.315], [-0.429, 0.043, -0.617], [0.032, -0.278, 0.610], [0.391, 0.015, -0.563], [-0.108, 0.076, 0.011], [0.025, -0.012, -0.027], [0.043, -0.185, -0.069], [-0.288, 0.055, 0.000], [-0.201, 0.061, 0.043], [-0.112, -0.036, -0.045], [-0.014, 0.070, -0.108], [0.114, 0.015, 0.159], [0.119, -0.228, 0.050], [0.051, -0.311, 0.216], [-0.092, 0.231, 0.031], [-0.002, 0.200, -0.074], [0.119, 0.041, 0.072], [0.267, -0.043, 0.124], [0.012, -0.119, 0.088], [-0.080, 0.037, -0.042], [0.227, -0.216, 0.102]], "e_homo_ev": -5.47, "charge": -1, "e_tot_ha": -2582.04784}